2 unconnected molecules or ions with the total composition C28H33OSi at a distorted geometry, computed with ωB97M-V/def2-TZVPD.

```
63
Properties=species:S:1:pos:R:3:forces:R:3:lowdin_charge:R:1
C -2.893 0.864 1.062 -0.3 -0.1 -0.2 -0.0469
C -1.705 1.475 1.793 0.3 -0.2 -0.1 -0.5428
C -1.644 2.980 1.533 0.0 0.3 0.0 -0.0329
C -1.907 1.226 3.291 0.1 0.0 0.3 -0.0282
C -0.389 0.821 1.351 0.6 0.4 0.0 -0.2820
C -0.301 -0.404 0.769 -0.2 -0.2 0.7 0.0878
O 0.711 1.583 1.564 -0.8 -0.5 0.1 -0.1256
Si 2.148 1.385 2.460 -0.6 0.4 -0.2 0.4433
C 3.330 0.489 1.349 0.4 -0.1 0.0 -0.1491
C 2.582 3.171 2.727 0.3 0.0 0.1 -0.1489
C 1.807 0.452 4.034 0.0 -0.1 0.1 -0.1460
H -3.044 -0.178 1.369 -0.1 0.2 -0.1 0.0876
H -3.807 1.421 1.318 0.3 -0.2 -0.1 0.1004
H -2.751 0.901 -0.024 -0.1 0.0 0.2 0.0780
H -0.866 3.458 2.140 -0.2 -0.1 -0.2 0.0856
H -1.453 3.187 0.473 0.0 0.0 0.2 0.0942
H -2.608 3.433 1.802 0.2 -0.1 -0.1 0.0949
H -1.067 1.609 3.888 -0.2 -0.1 -0.1 0.0790
H -2.822 1.741 3.616 0.2 -0.1 0.0 0.0984
H -2.025 0.153 3.493 0.1 0.2 0.0 0.0968
H 0.671 -0.893 0.669 -0.4 0.2 0.2 0.0827
H -1.216 -0.998 0.709 0.6 0.2 0.0 0.0809
H 4.285 0.314 1.864 -0.1 0.0 -0.1 0.0496
H 2.941 -0.484 1.028 0.1 0.1 0.1 0.0310
H 3.536 1.078 0.448 0.0 -0.1 0.2 0.0283
H 3.553 3.270 3.229 -0.2 0.1 -0.1 0.0406
H 2.639 3.701 1.766 0.0 -0.1 0.2 0.0430
H 1.828 3.678 3.344 0.1 -0.2 -0.1 0.0417
H 2.729 0.422 4.634 -0.2 0.0 -0.1 0.0455
H 1.026 0.922 4.646 0.2 -0.1 -0.2 0.0320
H 1.509 -0.585 3.832 0.0 0.2 0.1 0.0419
C 0.053 -1.111 -1.604 0.7 -0.6 -1.3 -0.0073
C 1.490 -1.256 -1.760 0.5 0.2 0.2 -0.1529
C 2.328 -0.119 -1.766 0.2 -0.1 -0.2 -0.0389
C 3.694 -0.239 -2.018 -0.3 -0.1 0.1 -0.0575
C 4.263 -1.505 -2.201 -0.3 0.1 0.0 -0.0339
C 3.451 -2.645 -2.187 -0.1 0.1 0.0 -0.0415
C 2.079 -2.521 -1.996 0.0 0.1 0.1 0.0051
C -0.864 -2.217 -1.361 -1.3 0.1 0.2 -0.1456
C -2.184 -1.778 -1.714 0.4 -1.2 0.5 -0.1060
C -3.282 -2.610 -1.552 0.5 0.6 -0.1 0.0171
C -3.081 -3.876 -0.987 0.5 -0.2 0.1 -0.0269
C -1.795 -4.304 -0.617 -0.2 0.1 -0.1 -0.0386
C -0.677 -3.474 -0.790 -0.1 0.1 0.0 0.0020
C -2.083 -0.435 -2.271 0.6 0.9 -0.7 -0.1169
C -0.698 -0.051 -2.258 -1.4 0.2 -0.2 -0.1038
C -0.292 1.068 -2.982 -0.1 -0.1 0.1 0.0202
C -1.265 1.852 -3.613 -0.3 0.0 0.0 -0.0398
C -2.625 1.506 -3.562 0.5 0.3 0.0 -0.0286
C -3.040 0.341 -2.906 0.4 -0.5 0.4 0.0066
H 1.900 0.862 -1.559 0.2 -0.3 0.1 0.1164
H 4.313 0.661 -2.063 -0.2 -0.4 0.1 0.1219
H 5.335 -1.598 -2.367 -0.2 0.0 0.0 0.1187
H 3.885 -3.634 -2.345 -0.1 0.3 0.0 0.1192
H 1.439 -3.395 -2.086 0.3 0.2 0.0 0.1079
H -4.259 -2.254 -1.875 0.1 -0.3 0.2 0.1231
H -3.931 -4.539 -0.835 0.2 0.1 0.0 0.1182
H -1.651 -5.299 -0.193 -0.1 0.3 -0.1 0.1157
H 0.316 -3.800 -0.480 -0.4 0.0 0.1 0.1186
H 0.765 1.296 -3.100 -0.4 0.1 0.0 0.1090
H -0.946 2.734 -4.172 -0.2 -0.3 0.2 0.1160
H -3.358 2.139 -4.060 0.2 -0.2 0.1 0.1182
H -4.077 0.010 -2.896 0.2 0.2 -0.2 0.1235
```
Positions in Å, forces in eV/Å.

frontier orbital gap = 5.970 eV
highest occupied orbital energy = -11.522 eV
charge = +1
calculated total energy = -39491.688 eV


A molecular structure, C28H34Br2IrN5O3S4, computed with ωB97M-V/def2-TZVPD.

```
77
Properties=species:S:1:pos:R:3:forces:R:3:lowdin_charge:R:1
Ir -0.309 -0.087 0.098 -0.4 0.0 -0.2 0.7902
Br 4.733 0.409 -0.305 0.0 0.1 0.0 0.8402
C 3.638 0.521 1.225 0.0 0.0 0.0 -0.5965
C 4.230 0.716 2.483 0.0 0.0 0.1 -0.1548
C 3.471 0.754 3.620 0.0 0.0 0.0 -0.6282
Br 4.314 1.034 5.287 0.0 0.0 0.0 0.8112
C 2.068 0.574 3.549 0.0 0.0 0.0 -0.1878
C 1.191 0.557 4.659 0.0 0.0 0.0 -0.0088
C -0.144 0.343 4.470 0.0 0.0 0.0 -0.0171
C -0.631 0.129 3.170 0.0 0.0 0.1 -0.1068
N 0.157 0.134 2.122 0.2 0.0 0.0 -0.0611
C 1.497 0.374 2.278 0.0 0.0 0.0 -0.1511
C 2.272 0.380 1.076 0.0 0.0 0.0 -0.4111
O 1.686 0.212 -0.086 0.0 0.1 0.2 -0.2748
H 5.302 0.842 2.543 0.0 0.0 0.0 0.1027
H 1.591 0.716 5.651 0.0 0.0 0.0 0.0891
H -0.835 0.330 5.300 0.0 0.0 0.0 0.1181
H -1.685 -0.048 2.996 0.0 0.0 0.0 0.0931
C -1.916 3.736 -4.523 0.0 0.0 0.0 -0.0642
C -0.612 2.968 -4.660 0.0 0.0 0.0 -0.1967
N -0.696 1.628 -4.063 0.1 -0.1 0.0 -0.1157
C -0.950 0.531 -4.995 0.0 0.0 0.0 -0.2420
C 0.334 -0.043 -5.576 0.0 0.0 0.0 -0.0653
C -0.484 1.448 -2.757 -0.2 0.2 -0.1 -0.6139
S -0.503 -0.197 -2.200 0.1 -0.1 -0.1 0.7113
N -0.261 2.572 -2.068 0.2 -0.1 0.1 0.1316
C -0.232 2.750 -0.764 -0.1 0.0 -0.1 -0.3958
O -0.512 1.932 0.175 0.2 0.0 -0.1 -0.2035
C 0.114 4.121 -0.299 0.0 0.0 0.0 -0.1310
C 0.224 5.173 -1.206 0.0 0.0 0.0 -0.0151
C 0.568 6.439 -0.763 0.0 0.0 0.0 -0.0654
C 0.808 6.662 0.586 0.0 0.0 0.0 -0.0702
C 0.699 5.618 1.494 0.0 0.0 0.0 -0.0672
C 0.350 4.352 1.054 0.0 0.0 0.0 -0.0155
H -1.824 4.721 -4.981 0.0 0.0 0.0 0.0814
H -2.166 3.867 -3.470 0.0 0.0 0.0 0.0634
H -2.736 3.211 -5.015 0.0 0.0 0.0 0.0773
H 0.208 3.506 -4.191 0.0 0.0 0.0 0.1104
H -0.359 2.819 -5.710 0.0 0.0 0.0 0.1192
H -1.584 0.934 -5.786 0.0 0.0 0.0 0.1248
H -1.530 -0.239 -4.489 0.0 0.0 0.0 0.0812
H 0.898 0.722 -6.111 0.0 0.0 0.0 0.0786
H 0.104 -0.845 -6.277 0.0 0.0 0.0 0.0828
H 0.967 -0.444 -4.783 0.0 0.0 0.0 0.0573
H 0.033 4.986 -2.253 0.0 0.0 0.0 0.0989
H 0.648 7.254 -1.470 0.0 0.0 0.0 0.1077
H 1.082 7.651 0.929 0.0 0.0 0.0 0.1081
H 0.884 5.793 2.545 0.0 0.0 0.0 0.1065
H 0.260 3.533 1.755 0.0 0.0 0.0 0.1087
C -3.270 -2.383 -1.765 0.0 0.0 0.0 -0.0380
O -3.718 -1.023 -1.983 0.0 0.0 0.0 -0.1424
C -3.408 -0.099 -1.135 0.0 0.1 0.0 -1.2855
S -3.807 1.478 -1.225 0.0 0.0 -0.1 0.8463
S -2.597 -0.318 0.404 0.2 -0.1 0.1 0.6571
H -3.838 -2.981 -2.469 0.0 0.0 0.0 0.1057
H -3.484 -2.689 -0.743 0.0 0.0 0.0 0.0859
H -2.204 -2.443 -1.973 0.0 0.0 0.0 0.0515
C 2.504 -3.653 -2.531 0.0 0.0 0.0 -0.0650
C 2.503 -2.338 -1.771 0.0 0.0 -0.1 -0.2593
N 2.668 -2.539 -0.334 0.0 -0.1 0.0 0.0314
C 1.720 -2.612 0.582 0.0 0.1 0.1 -0.6654
S 0.014 -2.458 0.189 0.0 -0.1 -0.1 0.6410
N 2.094 -2.836 1.841 0.0 -0.1 0.0 0.0349
C 1.230 -3.070 2.999 0.0 0.0 0.0 -0.2554
C 1.058 -4.551 3.288 0.0 0.0 0.0 -0.0665
H 2.374 -3.465 -3.597 0.0 0.0 0.0 0.0793
H 1.685 -4.289 -2.193 0.0 0.0 0.0 0.0740
H 3.441 -4.195 -2.397 0.0 0.0 0.0 0.0783
H 1.581 -1.789 -1.928 0.0 0.0 0.0 0.0243
H 3.321 -1.690 -2.087 0.0 0.0 0.0 0.0992
H 3.624 -2.622 -0.012 0.0 0.0 0.0 0.1457
H 3.080 -2.995 2.002 0.0 0.0 0.0 0.1596
H 0.271 -2.602 2.794 0.0 0.0 0.0 0.0682
H 1.686 -2.550 3.843 0.0 0.0 0.0 0.1206
H 0.622 -5.059 2.428 0.0 0.0 0.0 0.0776
H 0.394 -4.689 4.141 0.0 0.0 0.0 0.0829
H 2.011 -5.025 3.526 0.0 0.0 0.0 0.0797
```
Positions in Å, forces in eV/Å.

frontier orbital gap (spin up / spin down) = 7.414 / 5.350 eV
highest occupied orbital energy (spin up / spin down) = -10.341 / -10.337 eV
spin multiplicity = 2
charge = +1
calculated total energy = -229443.740 eV


A molecular structure, C28H34Cl5GeN7OTi, computed with ωB97M-V/def2-TZVPD.

```
77
Properties=species:S:1:pos:R:3:forces:R:3:lowdin_charge:R:1
Ti 0.256 -0.134 0.979 -0.2 0.4 0.2 0.8462
N 0.300 3.492 -1.513 0.0 0.0 0.0 0.1746
C 0.403 2.622 -0.526 0.0 0.0 0.0 -0.1153
N 0.169 1.336 -0.652 0.1 0.0 0.1 0.0296
C -0.187 0.832 -1.899 0.0 0.0 0.0 -0.2763
N -0.384 -0.440 -2.057 0.0 0.0 0.1 0.1032
N -0.212 -1.116 -0.868 0.0 0.0 -0.3 -0.1602
C -0.400 -2.382 -0.899 -0.1 -0.1 0.0 -0.0501
C -0.255 -3.095 0.361 0.0 0.0 0.1 -0.2450
C -0.482 -4.454 0.481 0.0 0.0 0.0 0.0303
C -0.356 -5.045 1.732 0.0 0.0 0.0 0.0009
C -0.015 -4.255 2.815 0.0 0.0 0.0 -0.0045
C 0.193 -2.900 2.614 0.0 0.0 0.0 -0.0871
N 0.083 -2.319 1.417 0.1 0.1 0.1 0.0092
C -0.324 1.746 -3.020 0.0 0.0 0.0 -0.0807
C -0.701 1.322 -4.299 0.0 0.0 0.0 0.0118
C -0.814 2.240 -5.319 0.0 0.0 0.0 -0.0310
C -0.556 3.593 -5.083 0.0 0.0 0.0 -0.0245
C -0.185 4.033 -3.829 0.0 0.0 0.0 0.0112
C -0.072 3.101 -2.805 0.0 0.0 0.0 -0.1578
H 0.489 4.467 -1.326 0.0 0.0 0.0 0.1810
H 0.705 3.006 0.441 0.0 0.0 0.0 0.1245
H -0.681 -2.891 -1.815 0.0 0.0 0.0 0.1558
H -0.758 -5.036 -0.387 0.0 0.0 0.0 0.1345
H -0.529 -6.105 1.855 0.0 0.0 0.0 0.1319
H 0.084 -4.673 3.806 0.0 0.0 0.0 0.1276
H 0.445 -2.255 3.447 0.0 0.0 0.0 0.1183
H -0.902 0.273 -4.465 0.0 0.0 0.0 0.1226
H -1.106 1.915 -6.307 0.0 0.0 0.0 0.1222
H -0.649 4.307 -5.890 0.0 0.0 0.0 0.1252
H 0.012 5.081 -3.642 0.0 0.0 0.0 0.1280
Cl -4.997 4.680 1.869 0.0 0.0 0.0 0.7434
C -3.585 3.721 1.948 0.0 0.0 0.0 -0.7002
C -3.617 2.397 1.509 0.0 0.0 0.0 -0.6916
Cl -5.047 1.706 0.876 0.0 0.0 0.0 0.7523
C -2.456 1.643 1.586 -0.1 0.0 0.0 -0.5558
Cl -2.394 0.005 1.019 0.0 -0.2 -0.1 0.8438
C -1.266 2.136 2.097 0.2 0.1 0.1 -0.4685
O -0.179 1.373 2.162 0.1 -0.4 -0.2 -0.2999
C -1.242 3.473 2.502 0.0 0.0 0.0 -0.6025
Cl 0.263 4.117 3.049 0.0 0.0 0.0 0.7601
C -2.389 4.258 2.436 0.0 0.0 0.0 -0.6891
Cl -2.329 5.889 2.942 0.0 0.0 0.0 0.7492
N 2.640 1.158 2.321 0.0 0.0 0.0 0.0043
N 1.953 -0.101 2.455 0.0 0.0 -0.1 -0.1475
H 3.362 1.234 3.033 0.0 0.0 0.0 0.1027
H 1.942 1.873 2.509 0.0 0.0 0.0 0.0314
H 1.602 -0.224 3.406 0.0 0.0 0.0 0.1074
H 2.631 -0.836 2.274 0.0 0.0 0.0 0.0491
C 6.383 -1.987 -3.372 0.0 0.0 0.0 -0.0938
C 5.204 -2.151 -2.423 0.0 0.0 0.0 -0.2920
C 3.877 -1.772 -3.073 0.0 0.0 0.0 -0.2849
C 2.679 -1.879 -2.121 0.0 0.1 0.1 -0.3357
Ge 2.870 -0.595 -0.655 0.0 0.0 0.0 1.0473
C 3.331 1.239 -1.152 0.0 0.0 0.0 -0.3482
C 4.839 1.415 -1.377 0.0 0.0 0.0 -0.2879
C 5.189 2.857 -1.738 0.0 0.0 0.0 -0.2708
C 6.683 3.044 -1.964 0.0 0.0 0.0 -0.0989
H 7.320 -2.272 -2.897 0.0 0.0 0.0 0.0798
H 6.478 -0.951 -3.704 0.0 0.0 0.0 0.0713
H 6.255 -2.608 -4.259 0.0 0.0 0.0 0.0827
H 5.373 -1.539 -1.526 0.0 0.0 0.0 0.0772
H 5.147 -3.185 -2.071 0.0 0.0 0.0 0.1177
H 3.697 -2.425 -3.931 0.0 0.0 0.0 0.1229
H 3.941 -0.757 -3.479 0.0 0.0 0.0 0.1048
H 2.606 -2.882 -1.694 0.0 0.0 0.0 0.0711
H 1.747 -1.656 -2.644 0.0 0.0 0.0 0.0461
H 3.687 -1.126 0.544 0.0 0.0 0.0 -0.0240
H 3.008 1.894 -0.340 0.0 0.0 0.0 0.0390
H 2.773 1.500 -2.056 0.0 0.0 0.0 0.0704
H 5.188 0.753 -2.173 0.0 0.0 0.0 0.0905
H 5.385 1.126 -0.473 0.0 0.0 0.0 0.1164
H 4.845 3.519 -0.936 0.0 0.0 0.0 0.1097
H 4.637 3.143 -2.639 0.0 0.0 0.0 0.1112
H 7.250 2.790 -1.067 0.0 0.0 0.0 0.0790
H 6.918 4.076 -2.224 0.0 0.0 0.0 0.0776
H 7.039 2.408 -2.776 0.0 0.0 0.0 0.0768
```
Positions in Å, forces in eV/Å.

frontier orbital gap (spin up / spin down) = 6.599 / 6.214 eV
highest occupied orbital energy (spin up / spin down) = -13.223 / -13.459 eV
spin multiplicity = 3
charge = +2
calculated total energy = -184297.887 eV


Energy above the lowest of the compared OMol25 structures with the same formula, charge and spin, record by record: 0.0; 49.3; 0.0 kJ/mol